# 1
Formula: C26H50CdNO8PS2
Source: the OMol25 dataset
Level of theory: ωB97M-V with the def2-TZVPD basis set

Cartesian coordinates (Å):
C1 3.3307 -1.8273 1.7884
C2 1.8555 -0.9869 6.6698
C3 2.1649 -1.3693 4.2747
O1 -2.0675 -4.3930 -2.4506
O2 0.2360 -0.3777 -0.5948
H1 -0.6840 -0.6173 5.5336
H2 -1.0218 1.1267 5.5440
C4 -4.3340 -0.8685 -2.8839
H3 -2.2706 1.3235 -4.6047
C5 2.8942 1.5464 -1.0299
H4 -5.3859 -0.7504 -3.1389
H5 -3.9248 -5.1472 -3.0277
O3 0.5301 -2.7255 -2.0068
H6 1.0615 5.5964 -2.7626
H7 3.4489 -0.8894 -0.7206
O4 -0.0442 0.4814 7.1813
H8 0.3398 -4.6898 -2.4925
H9 1.8873 0.8546 7.8005
C6 1.2197 5.2316 -1.7498
C7 1.0597 -1.5407 -2.5559
S1 3.5881 -1.0649 3.3953
H10 2.4940 -2.3550 -0.7610
C8 -3.0532 1.0534 -1.7215
C9 2.4587 -1.2950 -0.5081
H11 4.2744 -1.7083 1.2565
H12 1.2779 -1.9131 6.6650
N1 1.9929 -0.4249 5.3110
C10 -4.0250 -4.1304 -1.1057
H13 -3.8957 -1.6540 -3.4988
H14 -0.9129 5.2918 -1.4370
P1 2.7947 3.3631 -0.9760
C11 1.4150 -0.5948 -1.4157
C12 -3.4069 -4.2050 -2.4798
H15 0.0264 4.9007 0.0058
C13 1.5409 3.0825 1.3523
H16 -5.1105 -4.0845 -1.1704
H17 0.0030 6.5431 -0.5838
H18 3.1708 -2.8951 1.9295
H19 3.9499 1.4603 -1.2829
H20 -3.7368 -4.9806 -0.4887
S2 1.0972 -2.5774 4.0019
C14 0.0026 5.5016 -0.9021
C15 -0.2797 0.3729 5.8050
H21 1.2669 -1.7872 1.2012
H22 1.4206 1.2329 -2.6606
O5 4.0667 3.9488 -1.4101
H23 -4.3054 -1.1972 -1.8453
O6 2.4551 3.8167 0.5225
O7 -1.6362 -1.2641 -1.3872
H24 2.7854 1.1779 -0.0120
H25 -3.5010 0.5101 -0.8891
C16 -3.5761 0.4680 -3.0608
C17 -2.5107 0.3594 -4.1557
C18 0.1798 -3.7075 -2.9388
H26 1.3887 1.5996 5.1527
C19 0.9775 0.6023 4.9853
Cd1 -4.3460 -6.9171 -3.8151
H27 -4.3042 1.1876 -3.4372
H28 -1.4600 -3.8439 -4.3699
C20 0.9764 4.0135 2.4232
H29 0.3603 -1.0685 -3.2593
H30 0.7242 0.5118 3.9285
H31 -1.0134 1.5584 -2.3427
H32 1.9896 -0.1925 1.3169
H33 2.0779 5.7780 -1.3580
H34 -0.1048 4.1076 2.3430
H35 1.4230 4.9970 2.2970
H36 -3.6348 -3.2277 -0.6326
H37 -2.9045 -0.2520 -4.9697
C21 2.0906 0.6564 -2.0260
H38 2.8505 -1.2239 7.0525
H39 -1.3132 1.7018 -0.6484
O8 1.5662 3.8228 -1.8766
H40 0.7926 -3.6627 -3.8453
C22 1.2216 0.0065 7.6146
H41 1.2321 3.6566 3.4189
H42 -3.7000 -3.3518 -3.0989
H43 -1.6002 -0.1338 -3.8108
H44 -1.5845 -2.5266 -3.1787
H45 -3.3998 2.0767 -1.6470
H46 1.9754 -1.7697 -3.1123
H47 2.8389 0.2346 -2.6995
H48 2.0965 2.2615 1.8131
H49 0.7555 2.6333 0.7470
C23 2.1662 -1.2170 0.9867
C24 -1.5389 1.0839 -1.5151
H50 1.0753 -0.4951 8.5711
C25 -0.9966 -0.2626 -1.2113
C26 -1.2848 -3.5674 -3.3240

frontier orbital gap = 1.330 eV
E_HOMO = -12.7 eV
net charge = +2


# 2
Formula: C26H50F12O13S5
Source: the OMol25 dataset
Level of theory: ωB97M-V with the def2-TZVPD basis set

Cartesian coordinates (Å):
H1 -20.6562 -3.8301 14.7533
H2 -18.2933 -1.0409 12.3504
S1 -20.6457 1.7045 20.8007
H3 -20.0764 1.0351 11.3746
H4 -20.2343 -3.9135 13.0838
S2 -18.1524 2.7300 15.7712
H5 -16.5520 3.8180 14.3225
H6 -22.7662 -3.2224 12.7145
H7 -22.6289 -3.4165 16.7381
H8 -16.9691 4.8090 15.6214
F1 -22.5724 4.3456 12.8457
F2 -14.7908 -2.3999 10.5873
S3 -17.2392 -6.3552 15.2543
O1 -21.6161 -5.2918 13.9061
H9 -21.3809 -0.5142 19.7963
S4 -23.4472 0.9054 15.2608
C1 -19.3267 1.7487 11.0326
H10 -18.8997 0.8710 19.1657
O2 -20.7175 -5.7765 16.9568
O3 -18.0936 -1.6653 14.3196
O4 -13.5239 -4.5843 12.5300
F3 -18.5964 -2.2621 16.8141
H11 -22.4731 3.0786 15.7916
H12 -19.6018 -6.7909 15.1301
C2 -17.4291 4.1817 14.8578
H13 -13.9009 -4.9489 14.5284
C3 -13.0867 -5.1129 13.8226
F4 -19.6050 -0.3916 17.0561
H14 -19.9753 1.9984 18.3943
O5 -21.4267 3.0175 20.9327
C4 -16.6592 -0.0204 13.2391
C5 -17.5255 -1.2805 13.0860
C6 -16.6103 1.9605 16.4941
H15 -16.7699 -4.2683 14.0383
H16 -16.2836 1.1173 15.8855
H17 -22.2198 2.1536 13.6452
H18 -20.4744 2.3519 9.3245
F5 -12.9240 -1.6474 11.0963
H19 -17.1891 0.8894 13.5212
C7 -13.8839 -3.2887 12.4452
H20 -18.0172 4.7504 14.1375
H21 -13.5758 -7.2945 13.5552
C8 -17.6459 -4.9063 14.1546
H22 -24.1271 -6.7216 17.6887
H23 -15.8339 -0.2037 13.9273
F6 -22.9720 5.7731 11.2387
C9 -13.6710 -2.7459 11.0624
H24 -18.5848 1.1485 10.5059
F7 -23.6393 -6.7853 14.2823
C10 -22.8084 -7.1991 13.2896
C11 -19.5705 -1.4842 16.3139
C12 -19.9550 2.7654 10.1890
C13 -22.0329 5.2646 12.0679
H25 -23.3243 -4.8709 16.0139
C14 -23.0576 -6.9171 17.6105
H26 -21.2409 1.7264 15.8162
C15 -19.4584 1.7921 19.3315
F8 -20.7642 -2.1304 16.4290
O6 -18.9337 3.3666 16.9356
H27 -16.2554 0.2255 12.2570
H28 -18.4768 -4.3173 14.5428
C16 -22.1710 -2.9620 13.5898
S5 -21.9284 -5.5136 17.8419
C17 -21.0863 -3.9691 13.7614
H29 -12.0131 -6.7434 13.0484
H30 -19.1183 3.3829 9.8625
C18 -21.9969 -5.9960 12.8266
F9 -21.8791 -8.1795 13.6895
H31 -22.9149 -7.6079 18.4415
H32 -17.9688 -5.1929 13.1537
H33 -16.8794 1.5711 17.4759
H34 -22.7443 -2.7760 14.4981
C19 -22.2486 2.0506 16.0760
C20 -21.8491 0.4301 20.0743
C21 -12.7718 -6.6074 13.8191
H35 -24.0071 -4.2747 17.5584
O7 -23.1950 -0.5693 15.5690
C22 -22.9171 1.3186 13.5780
H36 -23.8140 1.5749 13.0141
H37 -22.5358 2.0270 17.1273
H38 -15.8208 2.7060 16.5894
C23 -23.1027 -4.3732 16.9579
H39 -12.3795 -6.8996 14.7931
H40 -18.7080 -8.2064 15.6835
H41 -18.7609 2.2113 11.8412
O8 -14.2164 -2.6045 13.4271
H42 -18.7365 2.5959 19.4758
H43 -12.2558 -4.5814 14.2866
H44 -22.9547 -7.4562 16.6687
C24 -20.7971 4.6082 11.4328
H45 -22.6048 0.2721 20.8437
C25 -19.2259 -1.1010 14.8796
F10 -23.5182 -7.7074 12.2357
O9 -20.9829 3.4716 10.7874
C26 -18.7318 -7.4171 14.9321
O10 -19.6736 5.0887 11.5480
H46 -22.2169 0.5571 13.2344
H47 -18.6576 -7.6559 13.8712
O11 -19.8651 -0.2164 14.2915
H48 -22.2857 0.7994 19.1463
F11 -13.0432 -3.6625 10.3292
O12 -16.1225 -7.1758 14.6107
H49 -16.8657 -2.0320 12.6522
H50 -21.6932 -2.0060 13.3760
O13 -21.7564 -5.6571 11.6690
F12 -21.5483 6.2360 12.8408

frontier orbital gap = 8.606 eV
E_HOMO = -8.6 eV


# 3
Formula: C26H50MnNOP3
Source: the OMol25 dataset
Level of theory: ωB97M-V with the def2-TZVPD basis set

Cartesian coordinates (Å):
C1 0.2658 0.2817 3.0419
H1 0.0802 1.2946 3.4295
H2 4.6310 -4.3865 -0.3357
H3 -2.1166 3.7403 2.0351
C2 3.5653 -4.4413 -0.1168
C3 -1.1095 1.5663 -0.9669
H4 -2.2601 1.5285 3.0785
C4 2.1460 -1.8257 -2.3404
H5 -1.3158 4.7509 -3.2579
H6 -2.7659 2.7641 -3.7169
H7 -2.1083 4.4854 0.3927
C5 -1.9785 1.6311 -2.0627
H8 1.4552 -2.6673 -2.4695
H9 -0.0824 2.1890 1.4495
H10 -2.0563 -3.4253 0.7701
P1 1.2302 -0.3138 -1.9471
H11 -3.5597 -3.6317 -0.1675
Mn1 -0.4695 -0.4546 -0.3433
H12 2.8338 -2.0781 -1.5247
C6 -1.2698 3.8713 -2.6113
C7 0.2047 2.9526 0.7185
H13 0.3144 -0.4131 3.8932
C8 -1.6771 -1.7868 2.7779
H14 3.3925 0.8052 -1.8248
P2 -1.0734 -0.2826 1.9219
H15 -1.8197 5.5018 1.8408
C9 1.4423 -5.5702 -0.3206
H16 1.2493 0.2649 2.5527
C10 3.5292 1.5110 2.1060
H17 0.2267 5.5513 2.9436
H18 -3.7230 0.1080 -0.8035
H19 -1.6605 -1.6177 3.8633
C11 -1.6686 4.5110 1.3946
H20 1.3001 2.9557 0.6703
C12 3.7771 0.1967 2.2260
H21 -2.0009 -4.2230 -0.8126
H22 2.0876 1.8622 -1.2480
H23 3.2731 -6.2752 -1.2235
P3 -2.2086 -1.8146 -1.0568
C13 -2.1040 -2.2723 -2.8308
H24 -1.9821 -1.3788 -3.4561
H25 0.8401 -6.4065 -0.6856
C14 -2.4377 0.9259 2.1763
H26 3.9053 2.0936 1.2554
H27 -0.5388 -0.2691 -1.9119
H28 -4.3423 -1.3262 0.0328
H29 -0.2202 -4.6587 0.7235
H30 3.0181 2.0764 2.8908
H31 0.0458 -0.1198 -4.0636
H32 -0.9861 -2.6054 2.5384
H33 3.4192 -0.3838 3.0848
H34 -3.3872 0.3851 2.2927
H35 -1.2328 -2.9216 -2.9879
H36 4.4114 -0.3370 1.5091
O1 1.0090 -2.4330 1.4721
C15 2.4664 0.8326 -1.2337
C16 1.5708 -3.4280 0.9037
H37 1.5514 4.4211 2.4834
C17 2.8040 -5.4979 -0.6208
H38 2.7217 0.5819 -0.1950
H39 2.7218 -1.6816 -3.2650
C18 -3.8398 -0.9774 -0.8771
C19 0.8325 -4.5907 0.4466
C20 2.9920 -3.4438 0.6449
C21 -0.4445 3.8506 -1.4952
C22 -0.4586 2.7572 -0.6093
H40 -2.5771 0.7637 -2.3480
H41 -2.5345 1.5869 1.3064
H42 0.1944 4.7195 -1.3045
C23 0.8587 0.4365 -3.5836
C24 -2.0723 2.7670 -2.8762
H43 -3.0131 -2.8060 -3.1382
C25 -2.4842 -3.4239 -0.2378
H44 0.5381 1.4738 -3.4558
H45 -2.6954 -2.0403 2.4592
H46 -4.4727 -1.2026 -1.7445
H47 1.7451 0.4020 -4.2239
C26 0.4707 4.5326 2.6196
H48 3.5621 -2.6123 1.0582
N1 -0.1905 4.2943 1.3035
H49 0.1626 5.0030 0.6470
H50 0.0925 3.7970 3.3412

frontier orbital gap (spin up / spin down) = 5.963 / 7.489 eV
2S+1 = 5
E_HOMO (spin up / spin down) = -16.4 / -17.3 eV
net charge = +3


# 4
Formula: C26H50N2O25S2
Source: the OMol25 dataset
Level of theory: ωB97M-V with the def2-TZVPD basis set

Cartesian coordinates (Å):
O1 -46.5931 -2.9371 0.2853
C1 -49.0013 -5.3060 0.6542
C2 -42.8913 -2.4393 -1.1639
H1 -44.5630 -2.6810 -2.6063
C3 -50.3774 -5.6047 -0.9681
C4 -45.3224 -0.0581 -4.9691
H2 -39.0733 0.3485 -2.3671
C5 -44.8755 -5.3908 2.4028
O2 -45.1978 2.9015 -3.5061
H3 -50.0297 -7.1860 1.3050
O3 -41.0239 -4.4319 -3.0069
H4 -44.6385 -5.8888 1.4761
O4 -40.4876 -0.9058 0.9474
H5 -46.6396 -4.3357 2.6711
C6 -42.2721 -1.5697 2.6146
O5 -39.1195 1.1101 0.7212
H6 -49.6781 1.4441 -1.5726
C7 -49.0192 2.5464 1.0897
C8 -48.2353 0.7937 -0.0282
H7 -42.6621 6.6757 -2.3340
C9 -44.8790 5.7876 -2.5838
H8 -43.2082 -1.3978 3.0824
C10 -44.9187 2.7885 3.8866
H9 -47.7102 2.7489 4.1904
H10 -41.6205 -1.5046 3.4833
H11 -44.4586 0.0183 -4.6048
O6 -51.1180 -5.3700 -1.9379
H12 -44.5999 4.3385 2.5419
H13 -46.2603 2.2409 6.3366
O7 -47.5362 -2.7443 -5.4268
H14 -45.4852 0.7524 -5.7064
C11 -46.3372 -5.3762 2.9092
H15 -44.1631 2.9463 4.5366
O8 -49.8379 -4.5847 -0.3612
H16 -47.8985 1.4052 3.3372
H17 -44.8919 5.9000 -3.7557
H18 -42.0425 -2.7173 2.3753
C12 -44.4900 2.0546 -1.1077
H19 -47.1926 -1.1579 5.0408
C13 -43.9368 -3.2607 -1.9618
N1 -46.2618 0.8874 4.6924
H20 -49.3271 -4.7197 1.5029
O9 -46.5459 3.5831 -1.5241
C14 -45.0039 -6.0245 4.5177
O10 -45.7258 -1.1718 -0.3934
S1 -40.0037 0.2377 -0.0731
O11 -44.1950 -6.0858 3.4473
O12 -48.9984 3.4976 1.8800
O13 -46.1593 -5.5300 4.3512
O14 -50.0425 -6.8069 -0.7170
H21 -50.5449 0.3328 -0.5710
H22 -46.1666 0.4746 6.7587
H23 -44.3348 2.4061 -0.2092
C15 -45.2574 1.3108 3.7643
H24 -42.8295 -1.3012 -1.3578
C16 -47.5517 1.5011 4.3095
H25 -39.3150 -1.4217 -1.6529
H26 -45.4706 -1.0037 4.8168
O15 -44.6869 -6.3968 5.6416
H27 -46.6699 -0.9343 3.6174
H28 -45.8074 5.9583 -2.3985
H29 -45.6061 3.6251 3.9895
H30 -44.8687 1.0936 -0.9464
C17 -43.8599 6.9581 -2.0280
C18 -49.6783 1.1777 -0.5846
H31 -44.4844 0.5921 3.8747
O16 -41.7081 -2.8655 -1.6864
H32 -48.2376 -0.2910 0.1714
O17 -44.3219 4.6285 -2.0461
H33 -41.7792 0.3233 1.8694
O18 -44.3552 3.3472 2.7347
H34 -44.1225 7.8224 -2.6070
C19 -46.4462 -0.5749 4.5369
H35 -44.8550 1.4325 6.2219
H36 -48.4741 -7.3063 0.2992
C20 -41.8475 -0.6571 1.4893
H37 -43.4236 2.0100 -1.5372
H38 -44.7399 -4.3548 2.2523
C21 -49.3694 -6.8116 0.5056
H39 -47.8386 -4.8966 0.5514
S2 -45.2833 3.2217 -2.1060
O19 -45.6856 -1.3698 -5.5509
O20 -43.1649 -4.2883 -2.6234
H40 -47.1467 -5.9116 2.5842
C22 -45.9182 1.2540 6.0932
O21 -50.0053 2.3436 0.1572
H41 -46.7261 0.9227 -3.7540
O22 -47.3905 -0.8815 -4.2059
O23 -48.0246 1.7612 0.9819
H42 -45.6661 0.9978 2.7938
C23 -46.3065 -0.0053 -3.8711
H43 -43.8617 7.2790 -1.0069
N2 -45.8631 -1.9593 0.4948
H44 -47.4151 0.8813 -0.6909
H45 -43.0303 -2.3293 -0.1457
C24 -46.9539 -1.8323 -5.0610
O24 -45.4239 -1.6645 1.5411
H46 -46.0493 -0.2419 -2.7365
H47 -42.4507 -0.6205 0.8444
H48 -37.9430 -0.5583 -1.1475
C25 -39.0500 -0.4014 -1.4555
H49 -44.7955 -3.8435 -1.3989
H50 -48.4382 1.1831 4.7907
C26 -41.9550 -3.9306 -2.4668
O25 -41.1838 0.8778 -0.7635

frontier orbital gap = 8.666 eV
energy relative to the best compared isomer or geometry (same formula, charge and spin) = 54.1 kcal/mol
E_HOMO = -9.4 eV


# 5
Formula: C26H50NP2PdS3
Source: the OMol25 dataset
Level of theory: ωB97M-V with the def2-TZVPD basis set

Cartesian coordinates (Å):
C1 -6.1022 1.7703 -0.2227
H1 -2.1469 2.6772 0.1898
C2 -5.1227 1.0774 0.4763
H2 -0.5087 4.9299 -0.7812
Pd1 -0.2914 0.5136 -0.9484
H3 -1.9775 2.5929 -3.5925
H4 -1.1185 5.5142 2.8982
C3 -1.0015 4.7029 2.1740
H5 3.9737 -3.6287 1.2893
S1 -2.4913 4.8543 1.1719
H6 2.4374 3.0517 -0.3373
H7 3.3875 0.0644 2.1704
H8 2.0126 -3.7895 2.4988
H9 -3.3218 -1.1046 -3.5092
C4 -4.7152 1.7659 -2.1839
C5 1.5867 -3.0510 -1.0285
S2 -0.3195 1.9440 1.9750
H10 5.4970 -1.3246 -0.3759
C6 1.4387 3.1899 0.0804
H11 1.2562 -0.0872 2.6423
C7 -2.4696 -1.1068 -2.8266
H12 0.4351 -3.5865 3.2380
C8 4.1677 -2.6126 1.6346
H13 3.4376 -4.2091 -0.7922
C9 -3.7278 1.0767 -1.4863
N1 1.3922 -0.3248 -0.5230
H14 1.8835 2.8869 2.1644
H15 -4.5687 2.0452 -3.2176
C10 0.0917 -3.3811 -1.1065
H16 -0.5146 -2.4733 -1.2045
C11 1.9767 -2.5526 -2.4301
P1 -2.1614 0.5859 -2.2435
H17 -0.8365 -0.8986 0.9275
H18 -0.0737 3.5429 3.7233
H19 -1.5889 -1.4924 -3.3373
P2 1.8243 -1.6536 0.2328
H20 -3.1610 0.2175 0.4043
H21 -7.0232 2.0465 0.2698
C12 -0.6601 -1.7874 1.5548
H22 4.5169 -2.6058 -1.0607
H23 -5.2791 0.8145 1.5116
H24 -3.1383 3.7758 -0.7625
C13 -3.9392 0.7348 -0.1522
H25 -1.1374 -1.5957 2.5165
H26 -0.0831 -3.9842 -1.9979
C14 1.3246 2.3811 1.3746
H27 -2.7928 1.2945 -4.4796
C15 3.9268 -0.1512 1.2497
H28 2.3200 -1.3673 3.2522
H29 -6.6606 2.6551 -2.0913
H30 2.1249 -4.7590 0.2504
H31 1.4645 -1.6225 -2.6748
H32 -0.1155 4.9526 1.5857
H33 3.0422 -2.3913 -2.5486
H34 1.2963 4.2580 0.2411
H35 3.7663 -2.5089 2.6402
C16 -5.8990 2.1146 -1.5490
H36 1.7831 1.4075 1.1959
C17 0.9814 -3.5119 2.2965
S3 0.2982 2.7687 -1.2732
C18 -2.2144 3.7014 -0.1888
C19 3.6456 -1.5471 0.6712
C20 -1.9867 1.5237 -3.7831
C21 2.3581 -4.3384 -0.7243
H37 -1.0378 1.2434 -4.2396
H38 0.6473 -1.2787 3.7721
H39 2.0782 -5.0806 -1.4742
C22 0.8427 -2.0744 1.7864
H40 -2.6974 -1.7520 -1.9780
C23 -1.0251 4.0212 -1.0913
H41 -1.7508 3.1091 3.4091
H42 -0.2675 -3.9527 -0.2527
C24 -0.8130 3.4010 2.9324
H43 4.0994 -0.9103 -1.3662
C25 4.4738 -1.6107 -0.6226
H44 4.9928 -0.0867 1.4696
H45 5.2505 -2.4968 1.7098
H46 0.5510 -4.2462 1.6190
H47 1.6806 -3.3178 -3.1481
C26 1.3097 -1.1390 2.9176
H48 -1.3572 4.1980 -2.1136
H49 -1.1725 -2.6276 1.0906
H50 3.6964 0.6156 0.5113

frontier orbital gap (spin up / spin down) = 6.440 / 6.421 eV
energy relative to the best compared isomer or geometry (same formula, charge and spin) = 1.7 kcal/mol
E_HOMO (spin up / spin down) = -10.6 / -10.6 eV
net charge = +1